(1)
Computed, not measured: a molecular structure, C25H45F3P2W in a non-equilibrium geometry, with ωB97M-V with the def2-TZVPD basis set.

## Properties
⟨S²⟩ ... 2.0057
Relative energy (zero: lowest compared OMol25 entry of this formula, charge and spin) ... 82.6 kcal/mol
Total charge ... +2
Multiplicity ... 3

Each line ends with the Mulliken spin population.
Element x y z (Å)
W 1.313 -0.276 -0.476  -0.029
C 0.464 -2.390 -0.972  -0.004
C 1.794 -2.497 -0.416  0.022
C 0.303 -2.099 1.329  0.009
C -0.445 -2.166 0.128  0.002
C 1.680 -2.238 1.014  0.010
C 0.083 -2.638 -2.385  -0.001
H 0.948 -2.572 -3.043  0.002
H -0.659 -1.911 -2.740  0.004
H -0.353 -3.641 -2.489  0.000
C -1.923 -2.266 0.042  0.000
H -2.319 -1.841 -0.882  0.000
H -2.425 -1.768 0.880  0.000
H -2.221 -3.327 0.073  0.001
C -0.243 -2.114 2.710  -0.005
H -0.181 -3.133 3.117  0.001
H -1.291 -1.813 2.748  0.003
H 0.317 -1.455 3.387  0.010
C 2.755 -2.354 2.043  0.013
H 2.567 -3.242 2.663  0.000
H 2.781 -1.492 2.726  -0.005
H 3.747 -2.457 1.601  0.000
C 2.961 -3.112 -1.124  -0.004
H 2.805 -4.198 -1.240  0.002
H 3.895 -2.959 -0.574  0.000
H 3.078 -2.688 -2.131  0.001
C 1.113 1.455 -1.576  0.000
C 1.699 0.391 -2.391  -0.011
C 3.153 0.496 -2.778  0.003
C 4.090 0.274 -1.568  0.006
C 3.386 -0.166 -0.312  0.024
C 2.721 0.785 0.561  0.021
C 2.741 2.261 0.222  0.013
C 1.959 2.606 -1.063  0.002
H 3.392 1.470 -3.234  0.002
H 4.696 1.174 -1.394  0.000
H 3.376 -0.261 -3.545  0.000
H 2.647 2.968 -1.846  0.001
H 0.117 1.775 -1.893  0.054
H 1.037 0.034 -3.185  0.000
H 1.298 3.460 -0.835  0.000
H 2.330 2.827 1.072  -0.021
H 2.731 0.558 1.635  0.061
H 3.779 2.610 0.089  0.001
H 4.788 -0.514 -1.861  0.000
H 3.930 -0.956 0.214  -0.002
P -1.663 1.322 -4.183  0.612
C -3.369 0.668 -4.430  0.060
H -3.696 0.822 -5.468  0.018
H -4.060 1.160 -3.729  0.003
H -3.339 -0.406 -4.205  0.006
C -2.105 3.005 -3.571  0.068
H -2.298 3.673 -4.417  0.021
H -1.269 3.397 -2.983  -0.003
H -2.987 2.938 -2.925  0.002
C -1.225 1.769 -5.920  0.058
H -0.168 2.065 -5.950  0.000
H -1.849 2.602 -6.269  0.025
H -1.361 0.893 -6.569  -0.002
P 1.201 1.810 4.066  0.651
C 2.479 1.408 5.331  0.072
H 2.946 2.314 5.743  0.020
H 3.242 0.804 4.811  0.002
H 2.038 0.803 6.135  0.001
C 1.520 3.597 3.754  0.070
H 2.589 3.772 3.575  -0.002
H 1.175 4.212 4.596  0.028
H 0.962 3.880 2.850  -0.005
C -0.314 1.961 5.093  0.071
H -0.175 2.669 5.925  0.032
H -0.586 0.967 5.480  -0.002
H -1.128 2.309 4.436  -0.006
F -1.079 0.489 1.563  0.005
C -0.584 0.984 0.381  0.009
F -1.672 0.963 -0.481  0.002
F -0.344 2.315 0.648  0.002



(2)
Computed, not measured: a gas-phase ion, C5H10NO2 (charge -1) in a non-equilibrium geometry, with ωB97M-V with the def2-TZVPD basis set.

## Properties
Relative energy (zero: lowest compared OMol25 entry of this formula, charge and spin) ... 45.5 kcal/mol
Total charge ... -1
SMILES ... CCCC(=O)NC[O-]

Each line ends with the Mulliken charge.
Element x y z (Å)
O 2.085 -0.087 0.392  -0.703
C 0.955 -0.412 0.022  0.567
N 0.146 -1.275 0.626  -0.318
C 0.742 -2.359 1.949  -0.235
O 1.753 -3.048 1.653  -0.725
C 0.386 0.226 -1.274  -0.908
C -0.967 0.933 -1.103  -0.346
C -0.848 2.252 -0.356  -1.115
H -0.774 -1.415 0.221  0.172
H 0.879 -1.540 2.669  0.177
H -0.209 -2.929 2.038  0.220
H 1.077 0.964 -1.694  0.292
H 0.237 -0.602 -1.982  0.354
H -1.713 0.280 -0.655  0.327
H -1.382 1.092 -2.106  0.348
H 0.146 2.387 0.081  0.309
H -0.962 3.166 -0.950  0.300
H -1.552 2.364 0.467  0.286



(3)
Computed, not measured: a single C6H8 molecule in a non-equilibrium geometry, with ωB97M-V with the def2-TZVPD basis set.

## Properties
Relative energy (zero: lowest compared OMol25 entry of this formula, charge and spin) ... 83.0 kcal/mol
Total charge ... 0
SMILES ... C1=C[C@@H]2C[C@@H]2C1

Each line ends with the Mulliken charge.
Element x y z (Å)
C 0.205 -0.869 -0.595  -0.228
C -1.254 -0.815 -0.221  -0.606
C 1.171 -0.705 0.573  -0.570
C -0.344 1.310 -0.035  -0.792
C -1.770 0.385 0.237  -0.498
C 1.105 0.367 -0.431  -0.410
H 0.531 -1.636 -1.284  0.418
H -1.626 -1.830 -0.204  0.362
H 0.713 -0.483 1.472  0.251
H 2.118 -1.305 0.695  0.250
H -0.693 2.173 -0.574  0.464
H -0.211 1.955 0.813  0.378
H -2.577 0.862 0.579  0.554
H 1.769 0.716 -1.114  0.427



(4)
Computed, not measured: a molecular structure, CH4NO4P in a non-equilibrium geometry, with ωB97M-V with the def2-TZVPD basis set.

## Properties
Relative energy (zero: lowest compared OMol25 entry of this formula, charge and spin) ... 62.8 kcal/mol
Total charge ... -2

Each line ends with the Mulliken charge.
Element x y z (Å)
C -0.444 -0.320 0.265  -0.656
N 1.051 0.886 0.496  -0.378
O 2.536 -0.068 -1.449  -0.881
O 3.577 0.437 0.919  -0.839
O 2.055 -1.632 0.609  -0.816
O 0.913 1.748 -0.637  -0.397
P 2.450 -0.230 0.109  0.907
H -0.399 -1.162 0.963  0.222
H -1.194 0.325 0.444  0.316
H -0.237 -0.572 -0.861  0.142
H 1.426 1.176 -1.266  0.379



(5)
Computed, not measured: a single C2H3N3 molecule in a non-equilibrium geometry, with ωB97M-V with the def2-TZVPD basis set.

## Properties
Relative energy (zero: lowest compared OMol25 entry of this formula, charge and spin) ... 29.5 kcal/mol
Total charge ... 0
SMILES ... c1nc[nH]n1

Each line ends with the Mulliken charge.
Element x y z (Å)
N -0.762 0.718 -0.112  -0.018
C -0.741 -0.860 -0.171  0.015
N 0.484 -1.238 -0.018  -0.426
C 1.233 0.019 0.215  -0.092
N 0.489 1.076 0.160  -0.439
H -1.353 1.542 0.156  0.291
H -1.676 -1.404 -0.414  0.336
H 2.328 0.147 0.185  0.334



(6)
Computed, not measured: 3 unconnected molecules or ions with the total composition C35H33ClN3O8P2 in a non-equilibrium geometry, with ωB97M-V with the def2-TZVPD basis set.

## Properties
Total energy ... -3262.08664 hartree
Total charge ... +1

Each line ends with the Mulliken charge.
Element x y z (Å)
N 3.039 3.474 3.024  -0.614
P 3.805 2.027 3.041  0.194
N 2.572 0.764 3.235  -0.017
C 3.006 -0.611 3.785  -0.743
C 1.556 -1.442 3.807  0.065
C 1.247 -1.856 5.365  -0.485
C 2.495 -2.826 5.908  0.363
O 2.909 -3.935 5.254  -0.443
Cl 3.419 -2.488 7.520  -0.139
C 0.482 -0.450 3.012  -0.145
C -0.796 -1.119 2.250  -0.145
O -0.781 -2.610 2.214  -0.177
O -2.040 -2.972 2.417  -0.398
C 1.614 0.402 2.132  -0.176
P 1.002 1.708 0.873  0.243
N 2.338 2.624 0.106  -0.510
O 0.316 0.798 -0.509  -0.442
H 3.225 3.990 2.132  0.305
H 4.719 2.085 4.184  0.172
H 4.594 1.860 1.824  0.176
H 1.983 1.148 4.035  0.567
H 3.549 -0.467 4.824  0.437
H 3.668 -1.067 2.904  0.307
H 1.752 -2.341 3.050  0.340
H 1.207 -0.854 5.995  0.325
H 0.273 -2.495 5.523  0.328
H -0.043 0.189 3.868  0.197
H -1.781 -0.821 2.856  0.272
H -0.966 -0.739 1.158  -0.022
H -2.132 -3.315 3.375  0.323
H 2.116 -0.411 1.443  0.125
H 2.086 2.834 -0.884  0.330
H 3.207 2.025 0.157  0.162
H 1.150 0.565 -1.041  0.276
C 3.103 -1.843 -4.546  -0.637
C 3.985 -2.197 -5.567  -0.410
C 4.973 -1.301 -5.978  -0.713
C 5.072 -0.041 -5.374  0.444
C 4.175 0.322 -4.371  0.080
C 3.195 -0.586 -3.947  -0.246
C 4.239 1.666 -3.761  0.379
O 3.453 1.984 -2.877  -0.660
C 5.256 2.623 -4.239  0.185
C 5.291 3.920 -3.710  -0.503
C 6.259 4.828 -4.147  -0.557
C 7.198 4.441 -5.102  -0.470
C 7.162 3.151 -5.634  -0.583
C 6.183 2.243 -5.209  0.281
C 6.132 0.893 -5.803  0.558
O 6.954 0.554 -6.647  -0.661
H 2.339 -2.545 -4.219  0.406
H 3.905 -3.172 -6.043  0.396
H 5.661 -1.586 -6.772  0.474
H 2.500 -0.315 -3.155  0.483
H 4.563 4.229 -2.962  0.454
H 6.281 5.836 -3.739  0.404
H 7.956 5.145 -5.437  0.398
H 7.896 2.857 -6.384  0.468
C -10.687 -2.781 -0.028  -0.457
C -11.009 -2.117 1.155  -0.471
C -10.065 -1.296 1.775  -0.553
C -8.790 -1.149 1.216  0.238
C -8.460 -1.833 0.046  0.192
C -9.415 -2.642 -0.584  -0.555
C -7.102 -1.725 -0.526  0.553
O -6.813 -2.322 -1.555  -0.668
C -6.096 -0.893 0.165  0.254
C -4.789 -0.828 -0.334  -0.806
C -3.835 -0.033 0.306  -0.232
C -4.185 0.703 1.438  -0.521
C -5.486 0.635 1.940  -0.697
C -6.440 -0.172 1.308  0.150
C -7.803 -0.265 1.868  0.620
O -8.110 0.378 2.865  -0.671
H -11.426 -3.413 -0.515  0.396
H -11.997 -2.235 1.596  0.394
H -10.325 -0.777 2.695  0.451
H -9.169 -3.168 -1.504  0.453
H -4.508 -1.397 -1.218  0.459
H -2.819 0.012 -0.080  0.458
H -3.444 1.328 1.932  0.526
H -5.750 1.209 2.827  0.466